DFT (ωB97M-V with the def2-TZVPD basis set) results for a structure of composition C26H20Cl5N7O5RuSe.

Calculated values
Max |F|   0.7 eV/Å
2S+1   2
Net charge   +1
⟨S²⟩   0.757
Electronic energy   -178492.83568 eV
Frontier orbital gap (spin up / spin down)   7.6392 / 6.8154 eV

Atoms and positions in Å:
Ru: -0.314 -0.165 -0.556
O: 3.478 2.294 3.417
C: 4.048 1.368 2.668
O: 5.200 1.044 2.780
C: 3.194 0.692 1.638
C: 3.674 -0.298 0.806
N: 2.653 -0.710 0.037
N: 1.528 -0.045 0.335
C: 1.837 0.822 1.289
C: 0.723 1.729 1.723
O: 0.915 2.517 2.654
O: -0.364 1.556 1.094
H: 2.526 2.459 3.167
H: 4.662 -0.722 0.737
H: 2.643 -1.428 -0.672
Cl: 2.379 -6.047 -4.084
C: 1.839 -4.517 -3.532
C: 1.301 -4.378 -2.261
Cl: 1.157 -5.729 -1.212
C: 0.872 -3.125 -1.831
Cl: 0.160 -2.919 -0.256
C: 0.945 -1.985 -2.631
O: 0.551 -0.789 -2.255
C: 1.499 -2.147 -3.916
Cl: 1.617 -0.748 -4.907
C: 1.937 -3.386 -4.358
Cl: 2.604 -3.540 -5.927
N: -2.464 2.019 -1.050
C: -1.212 2.496 -1.398
C: -1.038 3.850 -1.689
C: 0.200 4.296 -2.084
C: 1.246 3.386 -2.226
C: 1.011 2.074 -1.906
N: -0.187 1.647 -1.457
C: -2.980 0.808 -1.499
C: -4.301 0.731 -1.935
C: -4.778 -0.472 -2.402
C: -3.928 -1.573 -2.452
C: -2.642 -1.422 -1.992
N: -2.182 -0.259 -1.493
H: -3.158 2.748 -0.986
H: -1.880 4.525 -1.615
H: 0.350 5.343 -2.309
H: 2.222 3.690 -2.571
H: 1.773 1.314 -1.992
H: -4.926 1.614 -1.921
H: -5.800 -0.552 -2.746
H: -4.258 -2.529 -2.830
H: -1.943 -2.246 -1.985
C: -2.477 1.604 3.429
N: -1.448 0.629 3.767
C: -0.610 0.721 4.853
C: 0.246 -0.319 4.784
N: -0.080 -1.032 3.650
C: 0.593 -2.248 3.223
C: -1.109 -0.433 3.020
Se: -1.947 -0.963 1.426
H: -2.680 2.199 4.314
H: -3.380 1.083 3.122
H: -2.114 2.234 2.619
H: -0.694 1.517 5.571
H: 1.044 -0.621 5.439
H: 1.013 -2.737 4.098
H: 1.389 -2.015 2.518
H: -0.132 -2.908 2.754